{
  "formula": "C45H93ClN2O10S7",
  "method": "ωB97M-V/def2-TZVPD",
  "e_homo_ha": -0.2876,
  "total_charge": 0,
  "largest_force_ha_per_bohr": 0.0319,
  "orbital_gap_ev": 8.251,
  "elements": ["C", "C", "C", "C", "C", "C", "C", "C", "C", "C", "C", "C", "C", "C", "C", "C", "O", "C", "C", "O", "C", "C", "C", "C", "C", "N", "C", "C", "C", "C", "Cl", "C", "C", "C", "O", "N", "C", "H", "H", "H", "H", "H", "H", "H", "H", "H", "H", "H", "H", "H", "H", "H", "H", "H", "H", "H", "H", "H", "H", "H", "H", "H", "H", "H", "H", "H", "H", "H", "H", "H", "H", "H", "H", "H", "H", "H", "H", "H", "H", "H", "H", "H", "H", "H", "H", "H", "H", "H", "C", "S", "O", "C", "H", "H", "H", "H", "H", "H", "C", "S", "O", "C", "H", "H", "H", "H", "H", "H", "C", "S", "O", "C", "H", "H", "H", "H", "H", "H", "C", "S", "O", "C", "H", "H", "H", "H", "H", "H", "C", "S", "O", "C", "H", "H", "H", "H", "H", "H", "C", "S", "O", "C", "H", "H", "H", "H", "H", "H", "C", "S", "O", "C", "H", "H", "H", "H", "H", "H"],
  "positions_angstrom": [[0.37678, 10.67965, -2.46090], [-1.04641, 10.36870, -1.93419], [-2.07572, 10.34600, -3.06462], [-1.98155, 9.04740, -3.90007], [-3.19466, 8.12402, -3.62831], [-3.39104, 7.08814, -4.74603], [-2.69498, 5.75600, -4.37482], [-3.23784, 4.52968, -5.13079], [-3.58477, 3.35369, -4.20574], [-2.41251, 3.04342, -3.27851], [-2.45678, 1.66262, -2.63549], [-1.31160, 1.59354, -1.56860], [-1.88796, 1.71737, -0.16401], [-0.93084, 2.30422, 0.91617], [0.52765, 2.34156, 0.53776], [1.21870, 3.54677, 0.50984], [0.60043, 4.75131, 0.79836], [-0.15608, 5.29283, -0.28581], [0.67764, 5.69616, -1.49235], [0.54397, 4.68969, -2.47179], [1.23755, 5.01247, -3.67013], [2.74398, 4.88635, -3.47270], [2.59714, 3.59044, 0.18791], [3.25840, 2.41966, -0.10876], [2.59418, 1.17049, -0.10646], [3.29874, 0.04682, -0.44122], [2.59997, -1.05388, -0.45056], [3.33634, -2.30301, -0.87863], [3.52777, -2.38713, -2.39655], [4.44864, -1.29041, -2.93963], [3.54967, 0.03522, -3.74299], [1.20979, -1.11148, -0.09045], [0.40758, -2.38582, -0.10411], [-0.24227, -2.60811, -1.49863], [0.38389, -1.76261, -2.47371], [0.54733, -0.03803, 0.23944], [1.23181, 1.14600, 0.21523], [1.07075, 9.87521, -2.23175], [0.36151, 10.87250, -3.53013], [0.73268, 11.58318, -1.96981], [-1.06514, 9.43088, -1.37992], [-1.34050, 11.15481, -1.23800], [-3.05867, 10.36930, -2.59373], [-1.96944, 11.21077, -3.71715], [-1.08709, 8.49175, -3.61976], [-1.99689, 9.25197, -4.96792], [-3.01392, 7.64202, -2.66638], [-4.10409, 8.71700, -3.53195], [-2.94844, 7.41788, -5.68335], [-4.44971, 6.85161, -4.84297], [-1.62632, 5.81914, -4.58329], [-2.79314, 5.64506, -3.29698], [-4.08910, 4.78140, -5.76405], [-2.44664, 4.16727, -5.79139], [-3.84151, 2.46654, -4.78717], [-4.48317, 3.60586, -3.63550], [-1.49471, 3.07407, -3.86877], [-2.36418, 3.77365, -2.47476], [-2.29371, 0.87734, -3.37562], [-3.39240, 1.47159, -2.10706], [-0.62414, 2.39930, -1.82007], [-0.82516, 0.63339, -1.70720], [-2.72759, 2.41337, -0.23390], [-2.30347, 0.79138, 0.21615], [-1.26660, 3.29827, 1.18346], [-0.99334, 1.70849, 1.82899], [-0.72055, 6.14212, 0.08984], [-0.86845, 4.53518, -0.61954], [0.36967, 6.67270, -1.88751], [1.71488, 5.80411, -1.16033], [0.94861, 6.02378, -3.98044], [0.87958, 4.32325, -4.43314], [3.12755, 5.77892, -2.98781], [3.26236, 4.69415, -4.40848], [2.89944, 4.04638, -2.79581], [3.13073, 4.52990, 0.15156], [4.30360, 2.45523, -0.38398], [2.91381, -3.20740, -0.45539], [4.33349, -2.19973, -0.44380], [2.58767, -2.33177, -2.93673], [4.01910, -3.33124, -2.63560], [5.08341, -0.87631, -2.16395], [5.11599, -1.68520, -3.69960], [-0.38797, -2.20374, 0.61407], [0.96098, -3.23758, 0.27418], [-0.26807, -3.64386, -1.81966], [-1.27834, -2.27394, -1.41962], [-0.24657, -1.09026, -2.73334], [-1.70556, -7.47948, 1.19003], [-1.40474, -6.46956, -0.25742], [-0.67886, -5.25032, 0.19982], [-3.11930, -5.99711, -0.51783], [-0.74914, -7.85541, 1.55089], [-2.18517, -6.87925, 1.96362], [-2.34239, -8.32001, 0.91661], [-3.50109, -5.49642, 0.37192], [-3.71103, -6.88648, -0.73243], [-3.15473, -5.31922, -1.36936], [6.74459, 7.49691, -0.24573], [6.20516, 6.21090, -1.37933], [4.74759, 6.40447, -1.59513], [6.38886, 4.84770, -0.22430], [6.66510, 8.45163, -0.76111], [6.10413, 7.49977, 0.63641], [7.78247, 7.31935, 0.03634], [5.77215, 5.02606, 0.65723], [7.43743, 4.75020, 0.05705], [6.06009, 3.93958, -0.72520], [3.10089, -8.36019, 2.20289], [2.65411, -9.80326, 1.22858], [1.21395, -9.65772, 0.87579], [2.76484, -10.98013, 2.57652], [3.05627, -7.48816, 1.55335], [2.39635, -8.24256, 3.02659], [4.11532, -8.48142, 2.58324], [2.09066, -10.69010, 3.37947], [3.78411, -11.01748, 2.93711], [2.47908, -11.95681, 2.19128], [-5.55485, -1.69069, 2.55448], [-4.09947, -1.01404, 1.74615], [-4.42620, 0.38308, 1.36259], [-4.22286, -2.01618, 0.25869], [-5.68592, -1.16584, 3.49820], [-6.42967, -1.53820, 1.92186], [-5.40218, -2.75321, 2.74508], [-5.18462, -1.84050, -0.22444], [-4.11389, -3.06863, 0.52175], [-3.41534, -1.72086, -0.40923], [-1.99535, 2.95641, 6.35120], [-1.20552, 1.82700, 5.19640], [-1.29979, 0.46634, 5.78424], [0.46997, 2.41312, 5.47578], [-3.05979, 2.73245, 6.36199], [-1.57774, 2.81315, 7.34813], [-1.84111, 3.98242, 6.01672], [0.72452, 2.30724, 6.53077], [0.54443, 3.45611, 5.16725], [1.14051, 1.80553, 4.87157], [5.64913, -10.55685, 6.46006], [5.22380, -11.98156, 5.45197], [3.80025, -11.81958, 5.04724], [5.26186, -13.18107, 6.78777], [5.64076, -9.67764, 5.81925], [4.91406, -10.43912, 7.25611], [6.64638, -10.69367, 6.87797], [4.55303, -12.88802, 7.56198], [6.27119, -13.23787, 7.19519], [4.97929, -14.14786, 6.37707], [-6.39182, -9.56239, 3.76769], [-4.89543, -9.11022, 2.88233], [-5.10268, -7.73917, 2.34503], [-5.13019, -10.25612, 1.51761], [-6.46407, -8.92725, 4.64781], [-7.25901, -9.40396, 3.12662], [-6.32916, -10.60634, 4.07473], [-6.08319, -10.05359, 1.02856], [-5.10443, -11.27835, 1.89464], [-4.31573, -10.10898, 0.81121]],
  "forces_ev_per_angstrom": [[-0.42, -0.01, 0.58], [0.21, 0.71, -0.51], [0.18, -0.93, 0.26], [-1.08, 0.03, 0.45], [0.48, 0.36, -0.68], [0.57, -1.07, 1.11], [-0.28, 0.28, -0.42], [0.32, -0.45, 0.16], [0.02, 0.45, 0.03], [-0.73, -0.80, -0.27], [0.78, 0.14, 0.79], [-1.12, -0.45, -0.77], [0.40, 0.78, 0.30], [0.14, -0.58, -0.14], [0.13, 0.88, 0.05], [0.13, -0.44, -0.25], [0.04, 0.07, 0.09], [-0.19, -0.28, -0.30], [0.16, -0.19, 0.38], [-0.13, 0.22, -0.20], [0.14, -0.17, 0.03], [-0.54, 0.12, 0.17], [0.01, -0.92, -0.06], [-0.08, 0.50, 0.06], [0.50, 0.75, -0.15], [-0.82, 0.10, 0.35], [0.18, -0.74, -0.15], [0.48, 0.56, 0.10], [0.33, 0.11, -0.12], [0.14, -0.28, -0.16], [0.07, 0.12, 0.14], [-0.16, 0.18, 0.02], [-0.17, 0.12, 0.04], [-0.24, 0.95, 0.36], [0.09, -0.62, -0.26], [0.38, 0.12, 0.12], [-0.34, -0.02, 0.23], [0.15, -0.01, -0.16], [0.10, -0.12, -0.13], [0.25, 0.02, -0.06], [-0.07, -0.11, -0.02], [0.03, -0.04, 0.17], [-0.19, 0.22, -0.20], [0.02, 0.21, 0.15], [0.27, 0.06, -0.34], [0.36, 0.13, -0.09], [-0.29, -0.16, 0.06], [0.03, 0.19, 0.01], [-0.44, 0.30, -0.22], [-0.10, 0.21, -0.32], [0.11, 0.17, 0.21], [-0.07, -0.25, 0.06], [-0.07, 0.13, 0.01], [-0.06, 0.03, -0.23], [0.04, -0.03, -0.15], [0.00, -0.05, 0.19], [0.19, 0.31, 0.14], [0.23, 0.19, -0.03], [-0.24, 0.03, -0.19], [-0.24, -0.02, -0.27], [0.33, -0.09, 0.23], [0.45, 0.04, 0.26], [-0.15, -0.05, 0.08], [0.01, -0.17, -0.29], [0.13, 0.19, 0.07], [-0.18, -0.09, 0.00], [0.12, 0.04, 0.32], [-0.16, 0.05, -0.10], [-0.18, -0.02, -0.10], [0.10, 0.05, -0.10], [0.04, 0.07, -0.08], [-0.09, -0.14, 0.05], [0.28, -0.07, -0.14], [0.08, 0.11, -0.08], [0.18, -0.12, -0.06], [-0.11, 0.13, 0.03], [0.05, -0.17, 0.00], [-0.26, -0.08, -0.17], [0.06, -0.13, 0.06], [-0.15, -0.19, 0.07], [-0.14, -0.18, 0.05], [-0.18, 0.31, 0.11], [-0.10, -0.06, -0.17], [-0.10, -0.17, 0.07], [0.09, -0.18, -0.25], [0.37, -0.09, 0.01], [-0.13, -0.20, 0.06], [0.03, 0.14, -0.07], [0.05, -0.02, 0.29], [0.04, -0.17, -0.09], [-0.08, 0.06, 0.04], [-0.08, 0.11, 0.01], [0.05, -0.03, -0.17], [-0.06, 0.04, -0.07], [0.01, 0.00, -0.05], [0.03, -0.06, 0.04], [0.01, -0.01, 0.02], [0.06, -0.01, -0.01], [0.02, 0.05, 0.12], [0.08, -0.01, -0.07], [0.03, 0.07, 0.21], [0.00, -0.05, 0.11], [-0.02, -0.03, -0.05], [-0.04, -0.03, -0.03], [0.01, -0.01, -0.03], [-0.03, 0.03, -0.03], [0.01, 0.00, -0.03], [0.00, 0.03, -0.06], [0.00, 0.09, 0.06], [0.03, -0.05, -0.03], [-0.11, 0.07, 0.06], [-0.22, 0.09, -0.33], [-0.02, -0.03, -0.04], [-0.03, -0.04, -0.02], [0.00, -0.02, -0.02], [0.02, 0.04, 0.02], [0.08, 0.01, 0.01], [0.00, 0.01, -0.04], [-0.11, -0.09, -0.01], [0.17, -0.04, 0.14], [-0.18, 0.00, -0.02], [-0.09, -0.06, -0.09], [0.06, 0.03, -0.01], [0.03, 0.04, -0.03], [0.03, 0.00, 0.01], [0.00, 0.05, 0.03], [0.04, 0.02, 0.02], [0.02, 0.04, 0.05], [0.01, 0.09, 0.11], [-0.06, -0.01, -0.19], [0.03, 0.01, 0.11], [0.10, 0.06, 0.08], [0.01, -0.04, -0.04], [0.02, -0.05, -0.02], [-0.01, -0.01, -0.03], [-0.04, -0.04, 0.00], [-0.01, -0.01, -0.04], [-0.05, -0.02, -0.04], [0.00, 0.06, 0.10], [0.05, -0.04, 0.01], [0.14, -0.07, 0.34], [0.00, -0.05, 0.11], [-0.01, -0.03, -0.04], [-0.03, -0.03, -0.03], [0.01, -0.01, -0.03], [-0.02, 0.04, -0.04], [0.01, 0.00, -0.03], [0.00, 0.02, -0.05], [-0.12, -0.04, 0.01], [0.10, -0.03, 0.07], [-0.04, 0.00, -0.09], [-0.08, -0.05, -0.08], [0.05, 0.03, -0.01], [0.03, 0.03, -0.03], [0.03, 0.00, 0.01], [0.00, 0.05, 0.02], [0.03, 0.01, 0.01], [0.03, 0.02, 0.04]],
  "mulliken_charge": [-1.005, -0.349, -1.067, -0.022, -0.632, -1.003, 0.604, -1.043, -1.099, 0.849, -1.667, 2.165, 0.234, -1.643, 0.863, 0.076, -0.690, -0.086, -0.261, 0.119, -0.431, -1.219, -0.036, -0.284, -0.621, -0.493, 0.547, -1.373, -0.634, -0.607, -0.201, 0.726, -1.225, -0.104, -0.584, 0.026, 0.245, 0.192, 0.310, 0.335, 0.176, 0.398, 0.405, 0.369, -0.189, 0.431, 0.183, 0.503, 0.411, 0.427, -0.325, 0.060, 0.466, 0.453, 0.394, 0.302, 0.023, -0.081, 0.525, 0.409, -0.374, -1.376, 0.916, -0.676, 0.412, 0.356, 0.537, -0.289, 0.124, -0.008, 0.253, 0.349, 0.316, 0.457, 0.142, 0.383, 0.421, 0.349, 0.548, 0.367, 0.369, 0.305, 0.432, 0.486, 0.476, 0.330, -0.051, 0.222, -0.701, 0.414, -0.525, -0.847, 0.284, 0.350, 0.130, 0.099, 0.425, 0.349, -1.015, 0.359, -0.506, -0.807, 0.335, 0.301, 0.390, 0.279, 0.489, 0.164, -0.913, 0.423, -0.576, -0.789, 0.310, 0.292, 0.368, 0.283, 0.250, 0.359, -0.988, 0.576, -0.622, -0.302, 0.364, 0.284, 0.355, 0.423, 0.102, -0.198, -0.992, 0.682, -0.680, -1.005, 0.317, 0.333, 0.321, 0.402, 0.340, 0.275, -0.919, 0.520, -0.596, -0.988, 0.286, 0.312, 0.364, 0.309, 0.378, 0.328, -1.001, 0.539, -0.575, -0.930, 0.326, 0.302, 0.384, 0.302, 0.382, 0.290]
}